Entry 1:
Density functional theory data (wB97M-V/def2-TZVPD) for a structure of composition C5H10OS.

The geometry in XYZ format:
```
17
Properties=species:S:1:pos:R:3:mulliken_charge:R:1
C 0.3781 1.8096 0.0199 -0.7358
C -0.5833 -0.1814 0.0401 0.2367
C -1.8123 -0.1364 0.7315 -0.0797
C 0.3727 -1.0368 0.3204 -0.5267
C 1.6441 -1.3295 -0.5638 -0.7731
H 1.2252 2.6712 -0.2545 0.2122
H 1.1398 1.2178 0.7016 0.2587
H -0.4792 2.3419 0.3721 0.3360
H -1.9295 0.9978 1.0886 0.1615
H -1.6485 -0.7169 1.6428 0.3862
H -1.4625 -0.2448 -1.6643 0.2410
H 0.2930 -1.7012 1.1497 0.3091
H 2.3343 -2.0990 0.2143 0.2660
H 1.2684 -1.8607 -1.6460 0.2220
H 2.5117 -0.2319 -0.7010 0.2208
O -0.2704 0.9061 -0.9420 -0.4238
S -2.9816 -0.4058 -0.5096 -0.3110
```

The value obtained for the HOMO-LUMO gap is 8.59 eV. Its HOMO energy is -8.8120 eV. For the electronic energy, the calculation gives -18222.116 eV. Its net charge is 0. For the energy above the lowest of the compared OMol25 structures with the same formula, charge and spin, the calculation gives 750.9 kJ/mol.

Entry 2:
Density functional theory data (wB97M-V/def2-TZVPD) for an isolated molecule of C5H10OS.

The geometry in XYZ format:
```
17
Properties=species:S:1:pos:R:3:mulliken_charge:R:1
C 1.0038 1.6811 -2.6114 -0.8910
S 0.2503 0.0730 -2.0147 -0.0600
C 0.3958 0.1689 -0.3055 -0.4418
C -0.2997 -0.5925 0.5915 0.8424
C -1.0598 -1.7855 0.1839 -1.3948
C 0.0416 -0.2444 1.9840 -0.5680
O -0.9828 -0.1720 2.9332 -0.5410
H 2.0181 1.7500 -2.2605 0.3013
H 0.4771 2.4755 -2.2250 0.3237
H 1.0771 1.5367 -3.7444 0.2948
H 1.0527 0.9761 0.0719 0.2166
H -0.3361 -2.7075 0.0737 0.2162
H -1.6040 -1.6363 -0.7203 0.4481
H -1.7899 -2.0582 0.8932 0.3725
H 0.4356 0.7884 1.9370 0.3044
H 0.7550 -0.9156 2.4056 0.2587
H -1.4347 0.6623 2.8077 0.3180
```

The value obtained for the HOMO-LUMO gap is 8.77 eV. As for the structure (SMILES): CS/C=C(\C)CO. Its HOMO energy is -7.9160 eV. For the electronic energy, the calculation gives -18228.406 eV. Its net charge is 0. For the energy above the lowest of the compared OMol25 structures with the same formula, charge and spin, the calculation gives 144.1 kJ/mol.